C4H10OS2 in the gas phase at a distorted geometry. Source: the Open Molecules 2025 dataset; level of theory: wB97M-V/def2-TZVPD.

```
17
Properties=species:S:1:pos:R:3:mulliken_spin:R:1
C -0.264 -0.130 1.448 0.026
C -1.758 0.301 -0.633 0.004
C 0.941 0.306 -0.652 0.193
C -0.407 -0.231 -0.097 0.048
O -0.406 -1.646 -0.274 0.004
S 1.341 1.964 0.100 0.800
S 2.120 -1.112 -0.334 0.872
H -1.026 -0.644 1.935 -0.006
H -0.306 0.997 1.710 0.002
H 0.757 -0.607 1.608 0.001
H -2.578 0.118 -0.049 0.008
H -1.836 -0.275 -1.626 -0.014
H -1.743 1.350 -0.757 -0.005
H 0.887 0.553 -1.954 0.040
H -0.794 -1.883 -1.186 0.000
H 1.692 1.406 1.187 0.016
H 3.381 -0.466 -0.426 0.010
```

Output
Orbital gap (spin up / spin down) in eV: 4.6494 / 5.1607
Multiplicity: 3
LUMO level (spin up / spin down) in eV: 0.629 / -3.481
ΔE to the lowest compared entry with this formula, charge and spin in eV: 0.0000
Expectation value of S²: 2.01
HOMO level (spin up / spin down) in Eh: -0.1477 / -0.3176

A gas-phase ion, C4H7N2 (charge +1) at a distorted geometry. Source: the Open Molecules 2025 dataset; level of theory: wB97M-V/def2-TZVPD.

```
13
Properties=species:S:1:pos:R:3:nbo_charge:R:1
C -1.852 -0.790 -0.272 -0.005
N -1.523 0.339 0.138 -0.378
C -0.301 0.802 0.492 0.077
C 0.612 1.328 -0.531 -0.197
N 0.917 0.105 0.245 -0.245
C 1.512 -1.017 0.189 0.142
H -1.252 -1.768 -0.074 0.159
H -2.900 -0.836 -0.359 0.217
H -0.257 1.514 1.307 0.258
H 0.297 1.113 -1.566 0.262
H 1.170 2.213 -0.165 0.265
H 1.126 -1.703 0.841 0.202
H 2.450 -1.302 -0.244 0.243
```

Output
Orbital gap in eV: 9.2808
LUMO level in eV: -5.368
SMILES: C=N[C@@H]1C[N+]1=C
ΔE to the lowest compared entry with this formula, charge and spin in eV: 4.7999
HOMO level in Eh: -0.5384
Charge: +1

C7H7NO2 in the gas phase at a distorted geometry. Source: the Open Molecules 2025 dataset; level of theory: wB97M-V/def2-TZVPD.

```
17
Properties=species:S:1:pos:R:3:mulliken_spin:R:1
C 0.535 -2.469 0.878 0.451
C 0.894 -1.440 0.338 -0.092
C 1.213 1.026 0.270 -0.005
C -1.788 -0.300 0.204 -0.024
C -1.056 -0.031 -1.023 0.834
C -1.156 1.032 -0.049 0.022
C 1.275 -0.381 -0.394 0.509
N 0.000 1.611 0.607 0.012
O 2.189 1.676 0.541 0.045
O 2.107 -0.394 -1.427 0.098
H 0.518 -3.158 1.671 0.009
H -2.870 -0.341 0.287 0.027
H -1.497 -1.265 0.707 0.058
H -1.192 -0.266 -2.056 0.004
H -2.016 1.882 -0.186 0.050
H 0.111 2.510 1.047 -0.003
H 2.733 0.310 -1.416 0.004
```

Output
Orbital gap (spin up / spin down) in eV: 7.6441 / 7.7954
Multiplicity: 3
LUMO level (spin up / spin down) in eV: 0.868 / -1.590
ΔE to the lowest compared entry with this formula, charge and spin in eV: 2.8338
Expectation value of S²: 2.03
HOMO level (spin up / spin down) in Eh: -0.2490 / -0.3449

A molecular structure, C30H36BrCl7FNO3S at a distorted geometry. Source: the Open Molecules 2025 dataset; level of theory: wB97M-V/def2-TZVPD.

```
80
Properties=species:S:1:pos:R:3:mulliken_charge:R:1
C 8.880 1.028 2.599 -1.001
C 7.372 1.470 2.064 0.606
F 6.887 2.732 2.682 -0.343
C 6.370 0.185 2.424 -1.279
C 4.865 0.364 1.774 0.053
C 4.520 0.150 0.333 0.642
C 5.677 -0.274 -0.764 -0.535
C 5.312 -1.595 -1.663 -0.184
C 5.706 -1.270 -3.254 -0.494
Cl 4.225 -0.944 -4.328 -0.195
C 2.958 0.376 -0.220 0.572
O 2.850 0.479 -1.565 -0.565
C 1.719 0.501 0.847 -0.122
C 0.105 0.359 0.453 -0.047
C -0.374 0.068 -1.122 -0.409
C -0.345 -1.547 -1.438 -0.169
C 0.666 -1.951 -2.700 -0.564
Br 0.272 -2.668 0.131 -0.195
C -1.061 0.510 1.643 0.470
C -2.681 0.391 1.231 -0.270
C -3.180 -1.130 0.948 -0.321
C -4.780 -1.284 0.483 -0.444
C -5.518 0.204 0.412 0.107
C -4.834 1.633 0.783 -0.537
N -3.400 1.693 1.192 -0.449
C -0.726 0.776 3.231 -0.085
S -1.980 0.978 4.608 -0.227
C 0.895 0.873 3.632 -0.246
O 1.206 1.075 5.085 -0.493
C 2.041 0.746 2.459 0.489
C 3.667 0.835 2.841 -0.113
O 4.068 1.331 4.035 -0.631
H 9.717 1.164 1.778 0.280
H 9.231 1.703 3.519 0.294
H 8.919 -0.104 2.953 0.276
H 7.415 1.650 0.893 0.116
H 6.820 -0.852 2.043 0.419
H 6.352 0.109 3.613 0.385
H 5.770 0.657 -1.505 0.309
H 6.756 -0.398 -0.285 0.114
H 5.996 -2.518 -1.348 0.376
H 4.182 -1.956 -1.556 0.066
H 6.349 -2.170 -3.686 0.317
H 6.405 -0.314 -3.355 0.305
H 0.271 0.708 -1.897 0.328
H -1.495 0.440 -1.295 0.248
H -1.447 -1.940 -1.678 0.344
H 1.610 -2.479 -2.210 0.126
H 0.127 -2.698 -3.437 0.303
H 0.963 -0.948 -3.225 0.155
H -2.475 -2.087 1.051 0.291
H -5.290 -2.300 0.210 0.463
H -6.657 0.226 0.072 0.383
H -5.470 2.637 0.692 0.282
H -2.764 -0.176 4.788 0.171
H 1.679 0.243 5.419 0.322
Cl -9.960 -1.259 -1.252 -0.181
C -9.970 -2.433 0.088 -0.462
C -9.306 -1.881 1.340 -0.562
Cl -7.547 -1.679 1.136 -0.053
H -9.478 -3.347 -0.258 0.306
H -11.018 -2.667 0.296 0.353
H -9.450 -2.574 2.174 0.306
H -9.728 -0.912 1.626 0.323
Cl -5.969 -3.127 -4.208 -0.191
C -6.922 -1.913 -3.319 -0.196
C -6.118 -0.659 -3.018 -0.593
Cl -4.830 -0.956 -1.822 0.082
H -7.298 -2.380 -2.404 0.080
H -7.780 -1.662 -3.950 0.333
H -6.771 0.110 -2.594 0.260
H -5.654 -0.250 -3.921 0.342
Cl -0.326 3.710 -1.796 -0.162
C 1.114 4.632 -1.298 -0.451
C 2.380 3.792 -1.347 -0.775
Cl 2.395 2.522 -0.097 0.171
H 0.932 5.028 -0.293 0.309
H 1.202 5.478 -1.986 0.377
H 3.254 4.425 -1.165 0.410
H 2.506 3.310 -2.322 0.280
```

Output
Orbital gap in eV: 6.5664
LUMO level in eV: -1.459
HOMO level in Eh: -0.2949